--- P ---
2 unconnected molecules or ions with the total composition C9H14. Source: the Open Molecules 2025 dataset; level of theory: wB97M-V/def2-TZVPD.

```
23
C9H14 | the Open Molecules 2025 dataset | wB97M-V/def2-TZVPD
C -0.028 -0.021 0.931
C 2.552 0.999 0.602
C -1.377 -0.646 1.115
C -2.495 -0.216 -2.213
C 1.824 1.283 1.767
C 1.918 0.344 -0.431
C 0.544 0.801 1.901
C -1.876 -1.587 -2.225
C 0.641 -0.188 -0.278
H -1.852 -2.214 -1.339
H -1.821 -1.010 0.202
H 3.557 1.387 0.515
H -2.721 0.124 -3.223
H -0.003 1.001 2.814
H -2.019 0.561 -1.618
H 2.412 0.236 -1.387
H -2.306 -2.221 -3.002
H 2.403 1.819 2.509
H -2.085 0.043 1.584
H 0.278 -0.742 -1.125
H -3.496 -0.232 -1.783
H -0.831 -1.527 -2.543
H -1.374 -1.472 1.829
```

The calculation puts the highest occupied orbital energy at -8.9606 eV. As for the SMILES: Cc1ccccc1.CC. As for the HOMO-LUMO gap: 10.03 eV. The LUMO energy is 1.07 eV.

--- Q ---
2 unconnected molecules or ions with the total composition C9H14. Source: the Open Molecules 2025 dataset; level of theory: wB97M-V/def2-TZVPD.

```
23
C9H14 | the Open Molecules 2025 dataset | wB97M-V/def2-TZVPD
C -0.887 -0.047 0.390
C 0.782 2.548 -2.020
C 0.894 -2.187 0.813
C -1.368 0.110 2.850
C 0.655 -1.705 -0.456
C 0.506 2.396 -3.494
C 0.191 -1.587 1.874
C -0.685 -0.532 1.697
C -0.132 -0.578 -0.647
H 0.317 -2.050 2.847
H -0.744 0.877 3.316
H -0.497 2.750 -3.765
H 1.820 2.439 -1.754
H 0.273 3.444 -1.668
H -2.311 0.597 2.599
H 1.563 -3.014 0.991
H 0.458 1.401 -3.964
H -1.607 -0.629 3.620
H 1.189 2.895 -4.189
H 1.076 -2.179 -1.336
H -1.394 0.890 0.191
H 0.168 1.804 -1.499
H -0.295 -0.244 -1.665
```

The calculation puts the highest occupied orbital energy at -9.0372 eV. As for the SMILES: Cc1ccccc1.CC. As for the HOMO-LUMO gap: 10.05 eV. The LUMO energy is 1.02 eV.

--- R ---
2 unconnected molecules or ions with the total composition C9H14. Source: the Open Molecules 2025 dataset; level of theory: wB97M-V/def2-TZVPD.

```
23
C9H14 | the Open Molecules 2025 dataset | wB97M-V/def2-TZVPD
C -1.917 -2.822 -0.186
C 0.911 0.164 -1.245
C -1.424 -0.457 -0.315
C -0.153 -0.763 -0.722
C 0.305 -2.128 -0.757
C 1.696 4.400 2.292
C -0.646 -3.131 -0.716
C -2.300 -1.529 -0.002
C 2.170 3.750 0.962
H -3.257 -1.225 0.403
H 2.716 4.575 0.490
H -0.376 -4.179 -0.722
H 0.827 3.797 2.583
H 1.405 5.441 2.183
H -1.711 0.576 -0.203
H 1.277 -2.489 -1.076
H 1.341 3.435 0.339
H 2.759 2.857 1.161
H 1.745 0.235 -0.558
H -2.678 -3.586 -0.043
H 0.585 1.215 -1.306
H 2.480 4.351 3.048
H 1.234 -0.235 -2.204
```

The calculation puts the highest occupied orbital energy at -8.9566 eV. As for the SMILES: Cc1ccccc1.CC. As for the HOMO-LUMO gap: 9.91 eV. The LUMO energy is 0.95 eV.

The structure with the least stability is R.